ORCA calculation (ωB97M-V/def2-TZVPD) on the molecule C5H5FN2 in a non-equilibrium geometry.

```
! RIJCOSX wB97M-V def2-TZVPD def2/J DEFGRID3
* xyz 0 1
C 0.54 0.45 -0.01
C -2.82 -1.04 -0.10
H -0.28 -2.60 -0.16
H 1.40 -1.72 -0.14
N -0.26 1.55 0.02
N -0.20 -0.69 -0.02
C -1.57 -0.28 0.00
H 0.17 2.44 0.28
H -2.40 1.84 0.08
C -1.55 1.11 0.01
H 1.50 0.60 0.32
F -3.79 -0.08 0.00
C 0.42 -1.87 0.05
*
```

The calculation puts the HOMO energy (spin up / spin down) at -6.81 / -6.51 eV. The orbital gap (spin up / spin down) is 6.5956 / 6.1335 eV. The calculation puts the LUMO energy (spin up / spin down) at -0.2170 / -0.3771 eV. The calculation puts the total energy at -10957.591 eV.